Here is a molecular structure, C15H30F5N8OSTeV at a distorted geometry from OMol25. Energies are from the ωB97M-V functional and the def2-TZVPD basis.

Computed properties:
- E_HOMO (spin up / spin down) (eV) = -14.444 / -14.444
- charge = +2
- frontier orbital gap (spin up / spin down) (eV) = 6.32 / 6.32
- energy relative to the best compared isomer or geometry (same formula, charge and spin) (kJ/mol) = 206.7
- E (eV) = -87401.4509

Element x y z (Å)
V 0.2689 0.5686 -0.0707
C 1.4696 0.0918 -3.2800
N 2.5123 -0.6669 -2.6218
C 3.5331 -1.2860 -3.4693
C 4.4509 -1.9597 -2.4612
N 3.8114 -1.6855 -1.1620
C 4.5430 -2.2056 -0.0054
C 2.7129 -0.9306 -1.3250
N 1.8631 -0.5194 -0.3323
C 2.2487 -0.8902 1.0522
C 1.4177 -0.0831 2.0221
N -0.0130 -0.3124 1.6994
C -0.8887 -0.3664 2.7457
N -0.9842 0.4537 3.7917
C -0.1356 1.5284 4.2865
C -2.1237 0.0632 4.6364
C -2.7803 -1.0763 3.8531
N -1.8351 -1.2990 2.7616
C -2.0958 -2.3034 1.7587
H 1.8088 0.2761 -4.2969
H 1.3197 1.0513 -2.8062
H 0.5378 -0.4731 -3.3227
H 4.0385 -0.5164 -4.0525
H 3.0669 -1.9956 -4.1539
H 5.4593 -1.5456 -2.4621
H 4.5155 -3.0376 -2.6050
H 5.3067 -2.8664 -0.4076
H 3.9138 -2.7974 0.6492
H 5.0490 -1.4141 0.5441
H 3.2880 -0.6281 1.2352
H 2.0852 -1.9537 1.2323
H 1.6976 0.9748 1.9744
H 1.6580 -0.4100 3.0364
H -0.7110 2.4542 4.3082
H 0.7231 1.6843 3.6510
H 0.1857 1.2743 5.2966
H -2.7873 0.9206 4.7489
H -1.7635 -0.2397 5.6208
H -3.7490 -0.7904 3.4415
H -2.8871 -1.9883 4.4400
H -2.9848 -2.0367 1.1843
H -2.2564 -3.2622 2.2512
H -1.2352 -2.3843 1.1002
S -1.4863 -0.4914 -1.2157
C -2.1414 0.5679 -2.4272
N -1.7246 1.7523 -2.8207
C -2.7285 2.4033 -3.6824
C -3.7001 1.2473 -3.9966
N -3.2410 0.2045 -3.0657
H -1.0067 2.2679 -2.3343
H -2.2563 2.8055 -4.5746
H -3.2067 3.2078 -3.1246
H -3.6196 0.8968 -5.0245
H -4.7335 1.5090 -3.7816
H -3.7179 -0.6644 -2.8883
F -2.9011 0.9235 1.5729
Te -1.7255 2.2496 0.7363
F 0.2434 2.3200 1.4965
F -3.1926 2.4458 -0.4506
F -1.2058 3.8810 -0.0481
F -2.2760 3.2418 2.1789
O 0.3658 1.8142 -1.0367

Atomic forces in eV per Å
-0.08 0.60 -0.74
-0.09 0.02 -0.06
0.23 -0.06 0.20
0.00 0.00 -0.01
0.02 0.00 0.05
-0.03 0.03 -0.21
0.03 -0.07 -0.01
-0.25 0.03 -0.18
0.08 0.12 0.29
-0.04 -0.08 0.05
-0.10 -0.43 0.34
0.59 0.13 0.11
-0.27 0.00 -0.27
0.00 -0.32 0.10
-0.03 -0.04 -0.13
-0.01 0.12 -0.04
0.00 -0.04 -0.04
0.12 0.05 0.25
0.05 0.07 0.00
-0.04 -0.02 -0.01
-0.01 0.03 -0.02
0.00 0.04 0.00
0.00 -0.03 -0.01
0.00 0.02 0.00
-0.01 0.00 -0.01
0.02 0.01 -0.01
-0.01 0.00 0.04
0.05 0.01 0.03
0.02 -0.03 0.02
-0.04 -0.02 -0.06
0.01 0.03 -0.06
0.05 0.06 -0.05
-0.08 -0.01 -0.03
0.02 -0.01 0.05
0.00 0.02 0.02
0.03 0.05 0.02
0.02 -0.03 0.05
-0.01 -0.01 -0.02
0.01 -0.02 0.02
-0.06 0.03 -0.01
0.01 -0.02 -0.03
-0.04 0.00 -0.03
-0.03 -0.03 -0.01
0.59 -0.21 0.25
-0.19 0.06 -0.04
-0.03 0.00 -0.10
0.00 0.03 -0.01
-0.04 0.01 0.01
0.13 0.04 0.12
0.05 0.02 -0.03
-0.02 0.01 0.01
0.01 -0.02 -0.01
0.00 0.00 0.02
0.01 -0.01 -0.05
-0.04 0.01 -0.03
0.05 0.17 0.05
-1.10 0.25 -0.09
0.08 -0.04 -0.09
-0.12 0.08 0.21
-0.07 0.00 0.02
0.13 0.07 -0.05
0.39 -0.69 0.17

***

Here is a molecular structure, C22H18Br2CaIN4O at a distorted geometry from OMol25. Energies are from the ωB97M-V functional and the def2-TZVPD basis.

Computed properties:
- E_HOMO (eV) = -10.254
- charge = +1
- frontier orbital gap (eV) = 7.12
- energy relative to the best compared isomer or geometry (same formula, charge and spin) (kJ/mol) = 12.7
- E (eV) = -197734.8712

Element x y z (Å)
Ca 9.4279 11.6375 11.8167
Br 14.1311 11.6023 5.9972
C 12.8586 11.2911 7.3686
C 11.5576 10.8702 7.0454
C 10.6916 10.4650 8.0565
C 10.9626 10.6080 9.3912
O 10.0991 10.3125 10.2776
C 12.2000 11.1845 9.7219
C 12.5845 11.3335 11.0608
N 11.8688 11.6206 12.1152
C 12.4441 11.6945 13.3819
C 13.7735 11.9016 13.6112
C 14.3491 11.7304 14.9042
C 13.5227 11.4713 15.9481
C 12.1227 11.4525 15.7788
C 11.2092 11.3166 16.8697
C 9.8624 11.2590 16.6664
C 9.4278 11.3835 15.3215
N 10.2012 11.4809 14.2509
C 11.5688 11.4873 14.4656
C 13.1948 11.4181 8.7000
H 11.2666 10.8184 6.0127
H 9.7121 10.1515 7.7603
H 13.6509 11.0556 11.1801
H 14.4384 12.1520 12.7874
H 15.4092 11.6874 15.0836
H 13.8844 11.3041 16.9569
H 11.6247 11.1525 17.8012
H 9.1622 11.1371 17.4725
H 8.3439 11.3655 15.1307
H 14.1508 11.7050 9.0512
Br 6.7092 5.6519 13.4397
C 6.9715 6.3913 11.7466
C 6.2114 5.8567 10.6997
C 6.3781 6.1971 9.3794
C 7.2404 7.2531 9.1078
C 7.9578 7.8692 10.1334
C 7.8113 7.4544 11.4413
I 9.0675 8.4694 12.8686
H 5.4828 5.1359 10.9935
H 5.8480 5.7041 8.5762
H 7.3106 7.5785 8.0758
H 8.6787 8.6268 9.8716
N 6.8395 12.1183 11.7942
N 7.3207 13.3187 11.1232
H 6.5290 11.4959 11.1176
H 6.1383 12.3378 12.4681
H 7.3969 13.9933 11.8671
H 6.6756 13.6515 10.3952

Atomic forces in eV per Å
0.08 -0.30 0.39
-0.16 0.05 0.18
0.04 0.00 0.59
0.23 -0.39 0.93
0.09 0.41 -2.81
0.76 1.10 0.06
-1.47 -0.25 1.10
0.62 -0.16 -1.89
1.34 -0.22 2.26
-0.36 0.25 -2.02
0.29 -0.46 -0.31
1.24 -0.06 0.41
-0.69 -0.29 -0.49
-0.40 0.11 0.79
-1.14 -0.36 -0.46
-0.05 -0.28 -1.94
0.54 0.33 -1.06
-0.69 -0.18 -0.10
0.27 -0.10 0.71
-0.35 0.78 1.14
-1.83 -0.49 0.45
-0.14 -0.09 -0.23
-0.45 -0.32 -0.01
-0.29 0.54 0.35
-0.18 -0.11 0.12
0.24 0.35 -0.32
0.21 0.07 -0.11
0.69 -0.03 1.98
-0.16 -0.02 0.06
0.47 0.02 0.01
0.95 0.33 -0.06
0.13 0.14 0.38
-0.34 0.58 -0.81
0.11 -0.53 0.68
0.32 0.89 0.16
-0.09 -0.18 -0.13
-0.16 -0.10 -0.97
0.73 0.02 0.64
-0.74 -0.59 -0.20
-0.31 -0.63 -0.04
-0.15 0.00 0.16
0.38 0.13 0.13
0.02 0.25 0.15
1.84 1.37 0.86
0.17 -0.65 -0.03
-0.97 -1.41 -1.32
-0.79 -0.09 0.24
-0.07 0.60 -0.18
0.26 -0.04 0.58

***

Here is 2 unconnected molecules or ions with the total composition H8N2Si2 at a distorted geometry from OMol25. Energies are from the ωB97M-V functional and the def2-TZVPD basis.

Computed properties:
- SMILES = NN=[SiH2].[SiH4]
- E_HOMO (eV) = -8.173
- frontier orbital gap (eV) = 8.25
- energy relative to the best compared isomer or geometry (same formula, charge and spin) (kJ/mol) = 553.9
- E (eV) = -18860.7859

Element x y z (Å)
N -2.1295 -0.6677 1.0420
N -1.9007 -0.2509 -0.3072
Si -2.5554 0.6981 -1.4665
H -2.6452 0.0304 1.5559
H -1.1275 -0.6733 1.3203
H -3.2984 1.8992 -0.9012
H -2.1443 0.9523 -2.8298
Si 1.9534 -0.6904 0.7972
H 1.5903 -0.0267 2.0598
H 1.1278 -1.9042 0.7992
H 3.3767 -0.6463 0.6078
H 1.0612 0.0305 -0.1800

Atomic forces in eV per Å
1.92 0.54 -2.04
-0.92 0.07 -1.19
-0.17 0.30 3.17
-0.01 0.41 0.25
-1.22 -0.35 0.72
-0.07 -0.53 -0.56
0.47 -0.45 -0.33
-2.39 0.82 -0.07
0.27 0.06 0.30
0.64 -0.73 0.13
0.63 -0.29 -0.30
0.86 0.16 -0.05